Entry from OMol25: C10H18Cl6Mg2O4 as an isolated structure at a distorted geometry (the ωB97M-V functional and the def2-TZVPD basis).

```
40
Properties=species:S:1:pos:R:3:forces:R:3
Mg 3.172 -0.848 1.450 -1.90 0.79 0.76
Mg 0.686 0.532 3.942 -0.43 -0.57 -0.95
C -0.217 1.320 -0.207 1.12 -0.28 -0.59
C 0.578 0.727 0.913 -0.17 -0.23 0.95
O 1.675 0.110 0.709 1.19 -0.45 -0.66
O 0.169 0.847 2.105 -0.18 0.43 0.43
H -0.276 2.395 -0.046 -0.46 -0.02 0.16
H -1.175 0.825 -0.342 -0.26 0.24 0.43
H 0.324 1.172 -1.142 0.05 -0.02 0.09
C 2.747 -2.728 4.740 0.14 -0.49 -0.28
C 1.987 -1.513 4.352 -0.17 -0.42 0.97
O 0.990 -1.123 5.005 0.34 0.34 -0.33
O 2.351 -0.771 3.349 0.86 0.22 -1.16
H 3.625 -2.893 4.117 0.02 0.17 0.05
H 2.127 -3.624 4.654 -0.20 0.16 0.07
H 3.057 -2.672 5.783 -0.08 0.15 0.03
Cl -0.067 4.609 -5.391 -0.12 0.18 0.02
C -0.830 4.935 -3.828 -0.15 0.22 0.58
C -0.055 4.274 -2.695 -0.73 0.40 -0.15
Cl 1.514 5.065 -2.474 0.42 -0.09 0.06
H -1.878 4.635 -3.865 0.17 -0.54 -0.02
H -0.897 5.999 -3.590 0.43 0.08 -0.50
H 0.095 3.212 -2.870 0.04 -0.01 0.02
H -0.597 4.468 -1.770 -0.09 -0.28 0.00
Cl -4.719 -0.080 0.007 0.32 -0.12 0.24
C -3.502 -1.370 0.284 -0.49 -0.02 -1.01
C -3.762 -2.184 1.510 0.59 -0.25 0.39
Cl -3.591 -1.198 2.984 -0.16 0.27 0.32
H -2.512 -0.927 0.258 0.01 0.11 0.29
H -3.591 -2.005 -0.599 0.07 -0.13 0.13
H -2.981 -2.932 1.652 -0.09 -0.14 -0.43
H -4.722 -2.692 1.499 -0.14 0.26 0.09
Cl -0.473 -2.167 -1.387 0.12 -0.07 0.05
C 1.210 -2.375 -1.906 0.58 0.21 -0.54
C 1.570 -1.532 -3.117 -0.23 0.50 -0.27
Cl 0.685 -1.966 -4.597 0.05 -0.13 0.32
H 1.437 -3.419 -2.112 -0.33 -0.12 0.13
H 1.855 -2.032 -1.088 -0.07 -0.05 0.11
H 2.632 -1.597 -3.348 0.02 -0.27 0.12
H 1.359 -0.477 -2.936 -0.08 -0.04 0.10
```
Forces are in eV/Å.

The value obtained for the HOMO energy is -14.124 eV. Its gap between HOMO and LUMO is 4.08 eV. Its charge is +2.



Entry from OMol25: C33H30F6FeN5O3PS3 as an isolated structure at a distorted geometry (the ωB97M-V functional and the def2-TZVPD basis).

```
82
Properties=species:S:1:pos:R:3:forces:R:3
Fe 0.073 -0.462 -1.356 -0.65 0.40 0.23
C 3.217 -2.251 -0.253 -0.14 -0.07 -0.05
C 2.366 -1.291 0.522 0.00 0.10 -0.06
N 2.276 -0.073 0.097 0.16 -0.51 -0.58
N 2.011 0.923 0.930 0.27 0.43 1.08
C 1.045 1.751 1.011 0.23 0.00 -0.20
S -0.520 1.652 0.308 0.22 -0.31 -0.02
S 1.296 3.199 2.023 0.07 0.09 0.20
C 3.073 3.136 2.469 -0.46 -0.25 -0.20
C 3.457 2.083 3.475 0.02 -0.04 -0.08
C 4.477 1.181 3.188 -0.06 0.09 -0.05
C 4.865 0.232 4.119 0.03 -0.06 0.03
C 4.221 0.158 5.345 0.06 -0.07 -0.01
C 3.197 1.045 5.636 -0.04 0.05 0.05
C 2.823 2.007 4.710 0.01 -0.01 -0.02
C 1.625 -1.750 1.696 -0.28 0.24 0.08
C 2.174 -2.597 2.655 0.08 0.07 0.06
C 1.447 -2.996 3.758 0.03 -0.02 0.03
C 0.123 -2.570 3.894 0.02 -0.03 0.02
C -0.472 -1.795 2.927 -0.03 0.13 -0.18
C 0.238 -1.395 1.764 0.60 -0.40 0.42
O -0.375 -0.832 0.782 -0.30 0.23 -0.81
H 4.057 -2.571 0.369 0.04 0.08 0.04
H 3.596 -1.769 -1.152 0.03 -0.04 0.03
H 2.652 -3.137 -0.537 0.14 0.01 0.08
H 3.256 4.132 2.874 0.01 0.04 -0.05
H 3.636 3.021 1.544 0.08 -0.01 0.04
H 4.957 1.218 2.217 -0.01 0.00 -0.01
H 5.668 -0.455 3.882 -0.04 -0.02 0.00
H 4.510 -0.598 6.065 0.00 0.01 0.01
H 2.688 0.987 6.590 -0.02 0.01 -0.01
H 2.017 2.697 4.933 -0.02 -0.02 0.01
H 3.208 -2.902 2.549 0.02 -0.01 0.02
H 1.902 -3.618 4.518 0.00 0.01 -0.01
H -0.449 -2.870 4.764 0.00 0.01 0.00
H -1.509 -1.492 3.006 0.01 0.01 0.01
C -6.793 -1.640 2.508 0.08 0.05 -0.06
C -5.792 -1.381 1.414 0.03 -0.05 0.01
C -6.173 -0.830 0.196 -0.01 0.06 0.02
C -5.252 -0.651 -0.827 0.00 0.09 -0.13
C -3.931 -1.014 -0.632 0.21 -0.19 -0.14
C -3.528 -1.554 0.583 0.07 0.06 -0.01
C -4.455 -1.731 1.595 -0.03 0.06 -0.03
S -2.748 -1.026 -1.983 -0.29 0.32 -0.12
O -3.499 -1.401 -3.154 -0.06 0.08 0.06
O -1.699 -1.924 -1.527 0.26 0.09 0.23
N -1.985 0.370 -2.092 0.52 -0.70 0.19
C -2.394 1.418 -2.868 -0.45 0.42 -0.25
C -3.705 1.569 -3.383 0.16 -0.15 0.07
C -4.011 2.672 -4.142 0.01 0.03 0.06
C -3.036 3.637 -4.386 0.01 -0.01 -0.05
C -1.789 3.416 -3.837 -0.02 0.07 -0.01
N -1.470 2.360 -3.100 0.01 -0.25 0.11
H -7.807 -1.429 2.170 -0.01 -0.01 0.03
H -6.585 -1.019 3.381 -0.03 0.00 0.01
H -6.740 -2.682 2.825 -0.06 0.00 0.03
H -7.208 -0.555 0.031 -0.01 -0.01 0.02
H -5.574 -0.258 -1.782 -0.02 -0.07 0.01
H -2.493 -1.843 0.697 -0.02 0.00 0.07
H -4.143 -2.171 2.536 0.01 -0.01 0.00
H -4.428 0.790 -3.203 -0.07 0.08 -0.09
H -5.011 2.790 -4.544 0.00 -0.03 0.00
H -3.238 4.513 -4.988 0.02 0.01 0.02
H -0.980 4.127 -3.995 -0.05 0.02 -0.02
C 3.119 2.902 -3.902 -0.06 -0.07 0.07
C 2.096 3.392 -3.106 0.07 0.04 -0.01
C 1.342 2.502 -2.356 0.13 0.03 0.06
N 1.571 1.189 -2.353 -0.55 -0.34 -0.11
C 2.568 0.723 -3.105 0.18 -0.11 -0.04
C 3.363 1.538 -3.896 -0.02 0.10 0.00
H 3.715 3.569 -4.512 0.01 0.01 0.01
H 1.878 4.451 -3.066 -0.03 -0.01 0.02
H 0.526 2.844 -1.740 -0.01 0.02 -0.03
H 2.734 -0.346 -3.082 -0.05 0.17 0.00
H 4.150 1.106 -4.498 -0.01 -0.05 0.02
F 0.258 -1.448 -3.530 0.03 0.02 0.09
P 0.926 -2.957 -3.344 0.32 0.01 -0.15
F 1.630 -4.367 -3.046 0.00 0.11 -0.01
F -0.507 -3.613 -3.248 -0.09 -0.01 0.04
F 0.913 -2.623 -1.707 -0.28 0.15 -0.08
F 2.396 -2.250 -3.399 -0.03 -0.24 -0.06
F 0.962 -3.160 -4.927 0.06 0.03 0.06
```
Forces are in eV/Å.

The value obtained for the HOMO energy (alpha / beta) is -5.292 / -5.322 eV. Its gap between HOMO and LUMO (alpha / beta) is 7.63 / 5.74 eV. As for the expectation value of S²: 8.78. Its charge is -1. Its spin multiplicity is 6.



no.,E_tot (a.u.)
1,-3853.70867
2,-5174.14255